[1]
Molecular formula: C6H10O
Method: DFT, the ωB97M-V functional and the def2-TZVPD basis

- HOMO energy (spin up / spin down) (eV) = -7.0 / -6.9
- relative energy (zero: lowest compared OMol25 entry of this formula, charge and spin) (kJ/mol) = 365.90
- E (Ha) = -309.70301

Geometry as ORCA input:
```
! wB97M-V def2-TZVPD RIJCOSX def2/J DEFGRID3
* xyz 0 1
C -1.8341 -0.2474 -0.5743
C -0.9672 0.2030 0.5720
C -0.2168 -0.7388 1.4094
C 1.0712 0.0114 1.2665
C 1.6725 0.2880 0.0293
C 0.9144 0.7497 -1.0207
O 1.2081 0.5592 -2.3368
H -1.3959 -1.1010 -1.1015
H -2.8207 -0.5649 -0.1946
H -2.0104 0.5415 -1.3146
H -1.2776 1.1174 1.0731
H -0.1762 -1.7629 1.0197
H -0.5351 -0.7709 2.4575
H 1.6017 0.2862 2.1831
H 2.7528 0.1554 -0.0957
H 0.1603 1.5114 -0.8937
H 1.7917 -0.2071 -2.4158
*
```



[2]
Molecular formula: C6H10O
Method: DFT, the ωB97M-V functional and the def2-TZVPD basis

- HOMO energy (eV) = -8.9
- relative energy (zero: lowest compared OMol25 entry of this formula, charge and spin) (kJ/mol) = 121.08
- E (Ha) = -309.79625

Geometry as ORCA input:
```
! wB97M-V def2-TZVPD RIJCOSX def2/J DEFGRID3
* xyz 0 1
C -0.3759 -1.9549 0.1032
C -1.1865 -0.7596 -0.3199
C -2.3593 -0.9602 -0.9377
C 1.6653 1.9015 0.1736
O 2.5584 1.7253 1.2886
C 0.7856 0.7197 0.0279
C -0.5071 0.5466 -0.2519
H -1.0301 -2.8282 0.1749
H 0.5070 -2.2546 -0.4504
H -0.1357 -1.7597 1.1590
H -2.7820 -1.9523 -0.9184
H -2.9095 -0.1094 -1.3202
H 2.2838 2.0651 -0.7121
H 1.1995 2.8895 0.3008
H 1.9796 1.4566 1.9883
H 1.3929 -0.1782 0.1169
H -1.0860 1.4530 -0.4228
*
```



[3]
Molecular formula: C6H10O
Method: DFT, the ωB97M-V functional and the def2-TZVPD basis

- HOMO energy (eV) = -9.5
- relative energy (zero: lowest compared OMol25 entry of this formula, charge and spin) (kJ/mol) = 19.20
- E (Ha) = -309.83506

Geometry as ORCA input:
```
! wB97M-V def2-TZVPD RIJCOSX def2/J DEFGRID3
* xyz 0 1
C -1.8670 -0.6760 -0.2708
C -0.4647 -0.2590 0.1759
O -0.4753 -0.5431 1.5760
C -0.1214 1.2282 -0.0724
C 1.3845 1.2393 0.0773
C 1.8794 0.0194 -0.1352
C 0.7701 -0.9636 -0.4503
H -2.5085 -0.5719 0.6100
H -1.9176 -1.7229 -0.5873
H -2.2766 -0.0440 -1.0638
H 0.1573 0.0357 2.0104
H -0.3895 1.5111 -1.1021
H -0.6661 1.8953 0.6034
H 1.9651 2.1301 0.2983
H 2.9336 -0.2431 -0.1063
H 0.9195 -1.9594 -0.0210
H 0.6771 -1.0761 -1.5423
*
```



[4]
Molecular formula: C6H10O
Method: DFT, the ωB97M-V functional and the def2-TZVPD basis

- HOMO energy (eV) = -8.9
- relative energy (zero: lowest compared OMol25 entry of this formula, charge and spin) (kJ/mol) = 244.83
- E (Ha) = -309.74912

Geometry as ORCA input:
```
! wB97M-V def2-TZVPD RIJCOSX def2/J DEFGRID3
* xyz 0 1
C 2.1651 0.0180 0.0771
C 1.6090 1.3898 0.0969
C 0.7841 0.1646 -0.4115
C -1.6601 0.7339 0.1058
C -0.8917 -1.7000 -0.0807
C -0.4492 -0.3410 0.4578
O 3.1426 -0.6182 0.1103
H 1.2542 1.7816 1.0121
H 1.9495 2.1739 -0.5351
H 0.6898 -0.0846 -1.5126
H -1.4703 0.9455 -0.9799
H -1.6804 1.5034 0.9124
H -2.6744 0.2984 0.1748
H -0.5959 -1.8056 -1.1616
H -1.9616 -1.6693 0.0343
H -0.2647 -2.5537 0.3187
H 0.0540 -0.2367 1.3813
*
```